1.
ORCA calculation (wB97M-V/def2-TZVPD) on C23H31BiN6O4PSSe3Te as an isolated structure.

```
71
Properties=species:S:1:pos:R:3:mulliken_charge:R:1
Bi -0.42955 2.73661 -0.31266 1.609
C 2.61303 4.38367 -2.28775 -0.972
O 2.53141 3.31686 -1.35313 -0.210
C 3.17215 2.17038 -1.65164 0.528
C 4.01900 2.02452 -2.74742 -0.465
C 4.69533 0.83060 -2.94956 -0.778
C 4.54171 -0.22657 -2.06593 -1.022
C 3.68141 -0.09211 -0.98789 0.038
C 2.97246 1.08503 -0.77972 0.524
N 2.04033 1.27858 0.27623 -0.245
N 1.91732 0.27166 1.01005 -0.063
C 1.05350 0.32780 2.09214 -0.696
C 0.30021 1.45433 2.48933 1.168
O 0.22068 2.57615 1.85441 -1.114
C -0.40583 1.36963 3.74422 -0.643
C -0.41604 0.24835 4.49543 -1.049
C 0.27274 -0.92937 4.07591 1.411
C 0.20456 -2.12313 4.81962 -0.949
C 0.84392 -3.25964 4.39641 -0.606
C 1.58715 -3.22062 3.20434 -0.624
C 1.67454 -2.06700 2.46645 -0.273
C 1.01223 -0.88416 2.87390 0.416
H 3.64579 4.72919 -2.39080 0.415
H 1.99717 5.17854 -1.87735 0.162
H 2.20898 4.07530 -3.25305 0.393
H 4.14363 2.83754 -3.44688 0.416
H 5.34995 0.73295 -3.80685 0.361
H 5.08201 -1.15199 -2.21866 0.403
H 3.53838 -0.90186 -0.28548 0.340
H -0.95151 2.25767 4.03406 0.440
H -0.97644 0.21595 5.42426 0.334
H -0.37591 -2.12807 5.73609 0.379
H 0.77990 -4.17473 4.97154 0.375
H 2.10092 -4.11193 2.86321 0.401
H 2.24629 -2.04749 1.54992 0.382
Se -1.81156 3.28333 -3.04023 -0.061
Se -1.16535 5.57867 -3.30867 -0.367
Te -2.17037 6.30918 -1.14649 -0.060
Se -0.50195 5.43293 0.48574 -0.492
S -0.14840 2.01918 -3.61309 -0.486
C -4.03929 -1.44432 0.56933 -0.965
N -2.62775 -1.82442 0.53867 -0.001
C -2.07030 -1.91954 1.89067 -0.868
P -1.69723 -0.94624 -0.53494 -0.852
O -1.38653 0.43632 -0.07251 0.622
N -2.52290 -0.88129 -1.95728 0.613
C -3.34795 0.25467 -2.33003 -1.018
C -2.70761 -2.06041 -2.77396 -1.083
N -0.35400 -1.87176 -0.72882 1.165
C 0.73470 -1.30100 -1.51620 -0.968
C -0.25615 -3.30042 -0.50991 -1.273
H -4.57423 -2.15026 1.20710 0.375
H -4.46921 -1.49445 -0.42966 0.299
H -4.18802 -0.43486 0.97169 0.267
H -2.56223 -2.73539 2.42536 0.523
H -2.21031 -0.98731 2.44713 0.339
H -1.00361 -2.12857 1.84938 -0.074
H -3.20651 1.06828 -1.62269 0.145
H -4.41031 -0.02101 -2.33881 0.263
H -3.06764 0.60918 -3.32429 0.305
H -2.00650 -2.84070 -2.48237 0.222
H -2.52918 -1.81529 -3.82442 0.331
H -3.72541 -2.46220 -2.68326 0.335
H 0.56808 -0.23956 -1.70156 -0.031
H 0.81020 -1.80369 -2.48717 0.286
H 1.68072 -1.41188 -0.98225 0.181
H -1.16662 -3.67902 -0.05271 0.377
H 0.58658 -3.52327 0.15153 0.231
H -0.09157 -3.82801 -1.45793 0.346
O -2.71086 2.32846 1.69017 -0.280
N -2.54212 3.00204 0.72974 -0.131
```

Results
* frontier orbital gap (alpha / beta): 5.77 / 5.78 eV
* charge: -1

2.
ORCA calculation (wB97M-V/def2-TZVPD) on C39H70IrN4OPSb2 as an isolated structure at a distorted geometry.

```
118
Properties=species:S:1:pos:R:3:mulliken_charge:R:1
Ir -1.55374 -0.39640 0.47320 1.002
C -4.02480 -2.80427 -1.94690 -1.451
C -4.90380 -2.61561 -0.71207 0.166
C -6.35150 -2.33409 -1.15437 -1.568
C -4.46926 -1.51564 0.22207 0.643
C -4.88139 -1.56060 1.55787 -0.703
C -4.71031 -0.47885 2.40606 -0.872
C -4.11866 0.70504 1.96676 0.721
C -4.17748 1.93737 2.80205 -1.601
C -3.59056 0.73986 0.65891 -1.115
C -3.77507 -0.37034 -0.21486 -0.689
H -4.24816 -3.76710 -2.40177 0.518
H -2.96315 -2.77845 -1.68056 0.063
H -4.22978 -2.03566 -2.69589 0.329
H -4.91357 -3.55369 -0.14838 0.554
H -6.43309 -1.35286 -1.61898 0.396
H -7.03384 -2.37215 -0.30890 0.434
H -6.66903 -3.08294 -1.87797 0.420
H -5.40981 -2.43077 1.92006 0.660
H -5.12428 -0.52240 3.40256 0.497
H -3.39706 2.64714 2.54131 0.286
H -4.13392 1.71590 3.86547 0.437
H -5.13774 2.42615 2.62327 0.416
H -3.35279 1.70795 0.22745 0.573
H -3.67913 -0.18885 -1.28480 0.930
C -2.79388 0.20293 -5.36013 -1.281
Sb -1.73651 -0.39198 -3.56975 0.450
C -0.19740 1.11572 -3.73829 -0.740
C -0.66824 -2.26297 -4.39850 -2.143
C 0.67227 -2.38709 -3.89104 1.129
C 1.70560 -1.72883 -4.58688 -0.537
C 3.02536 -1.88477 -4.24109 -0.900
C 3.35748 -2.69746 -3.15341 -0.692
C 2.36218 -3.33378 -2.44041 -0.661
C 1.01161 -3.19445 -2.76577 1.190
C 0.02489 -3.91986 -1.96212 -1.849
Sb -0.46552 -2.94349 -0.01760 0.368
C 1.43296 -3.22570 0.94297 -1.420
C -1.39472 -4.67702 0.84942 -1.306
H -3.44276 1.04298 -5.13162 0.420
H -3.39764 -0.61921 -5.72732 0.425
H -2.07563 0.50119 -6.11996 0.413
H 0.59281 0.76003 -4.39158 0.456
H 0.20497 1.32814 -2.75378 -0.362
H -0.64040 2.01297 -4.15759 0.645
H -0.71124 -2.00476 -5.44851 0.718
H -1.34952 -3.06652 -4.15905 0.604
H 1.44337 -1.14291 -5.45743 0.549
H 3.80046 -1.40623 -4.81830 0.507
H 4.39142 -2.83985 -2.87888 0.502
H 2.63275 -3.98819 -1.62698 0.493
H 0.42783 -4.86910 -1.62016 0.725
H -0.92327 -4.09206 -2.46030 0.706
H 1.84908 -4.18163 0.63551 0.723
H 1.27205 -3.23797 2.01852 0.608
H 2.11090 -2.42119 0.68236 0.167
H -0.68710 -5.50127 0.82580 0.460
H -2.28697 -4.95574 0.30022 0.412
H -1.65531 -4.46050 1.88003 0.437
C -1.20917 -0.91688 5.25577 -1.534
C -1.34871 -0.24384 3.90180 1.037
O -1.59862 -1.19939 2.85408 -0.232
H -0.95412 -0.17740 6.01078 0.423
H -0.42390 -1.66638 5.23353 0.348
H -2.14365 -1.39278 5.54730 0.462
H -0.43076 0.27109 3.60746 -0.488
H -2.16393 0.48551 3.92721 -0.243
H -2.35636 -1.72779 3.14049 0.113
N 0.29558 0.27684 0.44759 0.519
P 1.45750 1.31524 0.70323 -1.624
N 2.29174 1.73656 -0.67974 0.964
C 2.71467 3.06802 -1.07663 -0.351
C 2.80846 3.16171 -2.59333 -0.709
C 3.88965 2.20796 -3.12273 -0.663
C 4.12603 1.04688 -2.14897 -0.949
C 2.82842 0.63408 -1.45885 0.421
N 2.63943 0.73044 1.73884 1.359
C 2.31120 -0.09377 2.88164 -0.049
C 3.41792 -1.11109 3.21617 -0.726
C 4.79947 -0.59011 2.82003 -0.811
C 4.81216 0.93204 2.87677 -0.919
C 3.90172 1.46373 1.78067 -0.283
N 0.88563 2.79211 1.29042 0.653
C 1.04763 3.21177 2.66971 -0.255
C 1.06423 4.74388 2.71894 -1.066
C -0.24989 5.27432 2.16240 -0.690
C -0.47867 4.75410 0.74742 -0.821
C -0.37098 3.22652 0.70918 0.249
H 3.70559 3.29352 -0.66414 0.277
H 2.01554 3.79556 -0.66645 0.223
H 3.04198 4.18920 -2.86992 0.438
H 1.84205 2.91353 -3.03275 0.043
H 4.82694 2.74369 -3.26874 0.427
H 3.58218 1.83074 -4.09656 0.246
H 4.85531 1.34762 -1.39415 0.265
H 4.54011 0.18860 -2.67652 0.499
H 2.98275 -0.21825 -0.78404 0.026
H 2.10101 0.31111 -2.21507 -0.346
H 1.37138 -0.60262 2.64859 -0.496
H 2.15382 0.53429 3.76655 0.374
H 3.23436 -2.06180 2.71986 0.150
H 3.38992 -1.29222 4.29084 0.462
H 5.04836 -0.90431 1.80504 0.302
H 5.55479 -1.00315 3.48370 0.460
H 5.81435 1.32245 2.71123 0.471
H 4.48311 1.26065 3.86390 0.358
H 4.39339 1.33158 0.81034 -0.124
H 3.73306 2.53943 1.91446 0.252
H 1.97744 2.80680 3.06922 0.399
H 0.21649 2.84717 3.28941 0.044
H 1.90593 5.11835 2.13409 0.304
H 1.19129 5.06094 3.75368 0.407
H -0.23195 6.36297 2.14571 0.433
H -1.06901 4.95593 2.81001 0.220
H 0.25940 5.18361 0.06766 0.289
H -1.46978 5.04521 0.39815 0.422
H -0.41058 2.85343 -0.32054 0.142
H -1.21187 2.78445 1.26526 -0.368
```

Results
* frontier orbital gap (alpha / beta): 8.07 / 4.70 eV
* multiplicity: 6
* charge: +3